Version a
Here is the molecule C5H9NOS from OMol25. Energies are from ωB97M-V/def2-TZVPD.

```
17
Properties=species:S:1:pos:R:3:lowdin_charge:R:1
C -1.814 1.832 0.103 -0.050
C -0.018 0.411 -0.558 -0.393
C 1.470 0.517 -0.871 -0.118
C 2.255 1.569 -0.633 0.035
C -0.228 -0.854 0.314 -0.885
H -2.388 1.060 0.634 0.098
H -1.958 2.764 0.618 0.085
H -2.096 2.075 -0.895 0.085
H -0.610 0.107 -1.490 0.164
H 1.872 -0.436 -1.268 0.104
H 1.831 2.411 -0.063 0.073
H 3.259 1.516 -0.938 0.040
H -0.556 0.518 1.810 0.145
H -0.395 -1.149 2.418 0.114
N -0.370 -0.530 1.606 0.073
O -0.396 1.560 0.124 -0.200
S -0.199 -2.406 -0.200 0.630
```

Properties
**M**: 131.2 Da
**Structure (SMILES)**: C=C[C@H](OC)C(N)=S
**Frontier orbital gap**: 0.3311 Eh



Version b
Here is a structure of composition C5H9NOS from OMol25. Energies are from ωB97M-V/def2-TZVPD.

```
17
Properties=species:S:1:pos:R:3:lowdin_charge:R:1
C 0.397 1.921 -0.195 -0.067
C 0.552 -0.439 1.176 -0.188
C -0.180 -0.625 -0.120 -0.674
C -0.574 0.872 -0.654 -0.233
C -1.398 -1.475 -0.218 -0.034
N 1.025 -1.064 -0.923 -0.134
O 3.289 0.075 0.072 -0.402
S 1.841 0.113 -0.046 0.917
H 0.926 2.681 -0.783 0.067
H 0.197 0.197 1.906 0.053
H 0.886 -1.345 1.800 0.137
H -0.421 0.834 -1.712 0.095
H 0.289 2.282 0.882 0.088
H -1.702 0.993 -0.380 0.150
H -1.802 -1.260 -1.175 0.079
H -2.141 -1.266 0.492 0.074
H -1.184 -2.494 -0.122 0.073
```

Properties
**M**: 131.2 Da
**Frontier orbital gap (alpha / beta)**: 0.3063 / 0.3064 Eh



Version c
Here is a structure of composition C5H9NOS from OMol25. Energies are from ωB97M-V/def2-TZVPD.

```
17
Properties=species:S:1:pos:R:3:lowdin_charge:R:1
C -1.032 1.459 -0.874 -0.044
C -0.062 0.637 -0.070 -0.518
C -0.705 -0.498 0.877 -0.510
C 1.157 0.906 0.654 -0.062
C 1.520 -1.055 -0.894 -0.372
H -1.649 1.917 -0.151 0.052
H -0.747 2.301 -1.495 0.074
H -1.966 1.024 -1.510 0.128
H -1.208 -0.098 1.700 0.060
H 0.142 -0.940 1.381 0.038
H -1.151 -3.080 0.532 0.052
H 1.112 0.281 1.812 0.192
H 1.722 1.874 0.733 0.124
H 0.910 -1.551 -1.529 0.068
N 1.198 0.199 -0.634 0.038
O 2.295 -1.743 -0.240 0.041
S -1.537 -1.635 -0.290 0.640
```

Properties
**M**: 131.2 Da
**Frontier orbital gap**: 0.3443 Eh



Version d
Here is a structure of composition C5H9NOS from OMol25. Energies are from ωB97M-V/def2-TZVPD.

```
17
Properties=species:S:1:pos:R:3:lowdin_charge:R:1
C -0.475 0.388 -0.853 -0.589
C 0.419 -0.803 -0.558 -0.380
C 0.590 -0.556 0.945 -0.233
C 0.895 0.936 0.973 -0.065
C -0.567 0.970 0.522 -0.349
H -2.232 -1.154 -0.799 -0.151
H -0.077 1.155 -1.589 0.132
H 0.018 -1.769 -0.828 0.133
H 1.572 -0.595 -2.153 0.105
H 1.157 -1.274 1.642 0.170
H 1.695 1.280 0.321 0.119
H 0.928 1.349 1.944 0.103
H -1.163 1.858 0.629 0.134
H -1.551 -0.808 1.150 0.085
N -0.781 -0.189 1.405 0.047
O 1.677 -0.726 -1.198 -0.026
S -2.105 -0.062 -1.556 0.766
```

Properties
**M**: 131.2 Da
**Frontier orbital gap**: 0.3638 Eh



Most stable one: version a, least stable one: version b.



Version a
Here is a structure of composition C4H16LiO8S from OMol25. Energies are from ωB97M-V/def2-TZVPD.

```
30
Properties=species:S:1:pos:R:3:lowdin_charge:R:1
Li -18.557 3.458 23.993 0.657
S -20.316 3.258 21.248 0.169
O -19.220 3.214 22.202 -0.514
O -20.146 4.371 20.264 -0.442
O -20.285 1.969 20.545 -0.428
O -21.564 3.479 21.995 -0.444
C -16.489 5.565 24.738 -0.079
O -17.771 5.443 23.991 -0.211
H -15.784 6.187 24.053 0.132
H -16.296 4.704 25.149 0.004
H -16.753 6.108 25.615 0.058
H -18.141 6.384 23.765 0.151
C -16.923 4.378 20.044 -0.106
O -16.682 3.827 21.405 -0.186
H -16.130 4.810 19.626 0.003
H -17.681 5.104 20.333 0.075
H -17.182 3.694 19.216 0.092
H -17.592 3.689 21.750 -0.008
C -17.355 1.003 23.551 -0.126
O -16.890 2.302 23.937 -0.211
H -17.279 0.230 24.298 0.047
H -16.747 0.663 22.675 0.108
H -18.555 1.151 23.541 0.134
H -16.091 2.496 23.421 0.083
C -19.674 3.838 27.069 -0.157
O -19.728 3.539 25.788 -0.053
H -19.580 4.645 27.375 -0.050
H -18.928 3.236 27.485 0.089
H -20.861 3.646 27.430 0.169
H -20.345 4.104 25.491 0.045
```

Properties
**Net charge**: -1
**M**: 231.2 Da
**Frontier orbital gap**: 0.1833 Eh



Version b
Here is a structure of composition C4H16LiO8S from OMol25. Energies are from ωB97M-V/def2-TZVPD.

```
30
Properties=species:S:1:pos:R:3:lowdin_charge:R:1
Li -0.276 0.001 -0.163 0.681
S 0.780 -0.710 2.862 0.152
O 1.608 -0.011 3.847 -0.424
O 0.550 0.083 1.638 -0.514
O 1.345 -2.023 2.505 -0.427
O -0.563 -0.814 3.466 -0.456
C 0.159 1.589 -2.784 -0.178
O 0.493 0.478 -2.121 -0.072
H 0.802 2.342 -2.610 0.057
H -0.892 1.874 -2.555 0.089
H 0.078 1.420 -3.871 0.091
H 1.330 0.575 -1.823 0.010
C -2.173 -2.215 -0.550 -0.055
O -0.761 -1.994 -0.271 -0.130
H -2.529 -1.272 -0.850 0.063
H -2.579 -2.684 0.345 0.119
H -2.241 -2.730 -1.303 -0.017
H -0.531 -2.715 0.264 0.056
C 3.996 -0.136 0.213 -0.155
O 2.637 -0.134 -0.129 -0.156
H 4.073 0.901 0.681 0.112
H 4.514 -0.051 -0.645 0.025
H 4.346 -0.915 0.860 0.084
H 2.302 -0.037 0.789 0.039
C -2.948 1.620 0.074 -0.222
O -2.043 0.947 0.740 -0.131
H -2.406 2.291 -0.604 0.068
H -3.464 2.325 0.915 0.154
H -3.468 1.099 -0.614 0.030
H -2.139 0.895 1.692 0.107
```

Properties
**Net charge**: -1
**M**: 231.2 Da
**Frontier orbital gap**: 0.1941 Eh



Most stable one: version b, least stable one: version a.



Version a
Here is the molecule C5H5NS from OMol25. Energies are from ωB97M-V/def2-TZVPD.

```
12
Properties=species:S:1:pos:R:3:lowdin_charge:R:1
C 0.861 -0.902 -0.261 -0.158
C 0.931 0.042 -1.253 -0.341
C -0.153 -1.256 0.722 -0.199
C -0.513 2.180 -0.905 -0.701
C -0.964 -0.409 1.322 0.025
N -0.278 3.019 -0.131 0.098
S -0.547 0.900 -1.954 0.913
H 1.742 -1.551 -0.082 0.115
H 1.883 0.158 -1.674 0.043
H -1.625 -0.542 2.190 0.074
H -1.010 0.643 1.027 0.035
H -0.328 -2.282 0.999 0.095
```

Properties
**M**: 111.2 Da
**Structure (SMILES)**: C=C/C=C\SC#N
**Frontier orbital gap**: 0.3617 Eh



Version b
Here is the molecule C5H5NS from OMol25. Energies are from ωB97M-V/def2-TZVPD.

```
12
Properties=species:S:1:pos:R:3:lowdin_charge:R:1
C -1.550 -0.840 -0.107 -0.426
C -0.274 -0.447 -0.218 -0.437
C 0.283 0.829 -0.216 -0.084
C 1.654 0.800 0.008 -0.054
C 1.875 -0.601 0.085 -0.147
H -2.600 1.267 0.465 -0.051
H -1.797 -1.882 -0.108 0.055
H -0.270 1.700 -0.216 0.071
H 2.165 1.783 0.173 0.118
H 2.878 -1.158 0.122 0.119
N 0.743 -1.416 0.000 0.075
S -3.107 -0.036 0.013 0.761
```

Properties
**M**: 111.2 Da
**Structure (SMILES)**: S/C=C1\C=CC=N1
**Frontier orbital gap**: 0.2982 Eh



Version c
Here is the molecule C5H5NS from OMol25. Energies are from ωB97M-V/def2-TZVPD.

```
12
Properties=species:S:1:pos:R:3:lowdin_charge:R:1
C -0.840 0.126 0.150 -0.398
C -0.009 -0.969 0.071 -0.165
C 1.457 -1.083 -0.041 -0.604
C -2.269 -0.038 0.239 -0.062
C -3.468 -0.376 -0.218 0.138
H 0.406 1.739 0.011 -0.014
H -1.352 2.088 -0.117 0.151
H -0.565 -1.942 -0.011 0.113
H 1.819 -2.088 -0.069 0.033
H -4.610 -0.214 -0.254 0.063
N -0.510 1.437 -0.023 0.128
S 2.415 0.276 -0.038 0.616
```

Properties
**M**: 111.2 Da
**Structure (SMILES)**: C#C/C(N)=C/C=S
**Frontier orbital gap**: 0.2742 Eh



Version d
Here is the molecule C5H5NS from OMol25. Energies are from ωB97M-V/def2-TZVPD.

```
12
Properties=species:S:1:pos:R:3:lowdin_charge:R:1
C -0.534 0.191 1.394 -0.092
C 0.095 0.219 0.146 -0.533
C 1.020 -0.805 -0.327 -0.487
C -0.263 1.095 -0.788 -0.056
C -1.321 2.186 -0.737 -0.174
H 0.316 0.009 2.220 0.143
H -1.377 1.032 1.547 0.135
H -1.112 -0.795 1.221 0.116
H 1.698 -0.411 -1.203 0.095
H 0.124 0.637 -1.867 0.163
N -1.751 3.242 -0.495 0.143
S 1.164 -2.530 0.214 0.548
```

Properties
**M**: 111.2 Da
**Structure (SMILES)**: C/C(C=S)=C\C#N
**Frontier orbital gap**: 0.2765 Eh



Most stable one: version b, least stable one: version d.



Version a
Here is a cluster of 2 separate species, C3H7N4O3 in total from OMol25. Energies are from ωB97M-V/def2-TZVPD.

```
17
Properties=species:S:1:pos:R:3:lowdin_charge:R:1
C 1.638 0.745 0.168 -0.419
C -0.779 -1.039 1.435 -0.068
C -0.203 -1.028 0.026 -0.184
N 0.941 2.610 -2.369 0.248
N 0.653 3.679 -2.372 0.221
N 0.838 1.876 -0.336 0.039
N 1.182 -0.548 0.084 -0.099
O 0.637 2.912 0.157 0.121
O 2.724 1.119 0.564 0.140
O 2.080 -1.412 0.644 0.089
H -1.941 -1.126 1.319 0.119
H -0.302 -1.936 1.978 0.111
H -0.512 -0.050 1.893 0.088
H -0.878 -0.437 -0.598 0.126
H -0.066 -1.976 -0.437 0.120
H 0.406 4.523 -1.735 0.232
H 2.915 -0.927 0.682 0.119
```

Properties
**Net charge**: +1
**M**: 147.1 Da
**Frontier orbital gap (alpha / beta)**: 0.2491 / 0.2490 Eh



Version b
Here is the ion C3H7N4O3 with charge +1 from OMol25. Energies are from ωB97M-V/def2-TZVPD.

```
17
Properties=species:S:1:pos:R:3:lowdin_charge:R:1
C -1.059 0.640 -0.101 -0.460
C -0.538 -1.759 0.048 -0.038
C 1.315 -0.366 0.482 -0.087
N 0.014 0.928 0.527 0.247
N -1.414 -0.640 -0.427 0.143
N -1.979 1.509 -0.454 0.209
N 2.625 0.316 -0.054 -0.343
O 3.571 -0.418 -0.261 0.147
O 2.606 1.524 -0.082 0.107
O 0.851 -1.380 -0.198 0.002
H -0.604 -2.097 1.162 0.187
H -0.609 -2.574 -0.528 0.099
H 1.653 -0.551 1.596 0.210
H 0.235 1.896 0.766 0.157
H -1.823 -0.840 -1.312 0.152
H -1.846 2.408 -0.803 0.110
H -2.995 1.405 -0.361 0.157
```

Properties
**Net charge**: +1
**M**: 147.1 Da
**Structure (SMILES)**: [NH2+]=C1NCO[C@@H]([N+](=O)[O-])N1
**Frontier orbital gap**: 0.4187 Eh



Most stable one: version b, least stable one: version a.



Version a
Here is the molecule C2H2O3S from OMol25. Energies are from ωB97M-V/def2-TZVPD.

```
8
Properties=species:S:1:pos:R:3:lowdin_charge:R:1
C -0.269 0.341 0.709 -0.686
C 0.219 -0.463 -0.593 -0.515
H -0.049 2.016 -0.889 -0.095
H 0.134 -1.820 0.640 0.075
O -0.419 -0.339 1.664 0.066
O 0.273 -1.758 -0.289 0.145
O 0.428 -0.069 -1.683 0.126
S -0.318 2.092 0.440 0.883
```

Properties
**M**: 106.1 Da
**Structure (SMILES)**: O=C(O)C(=O)S
**Frontier orbital gap**: 0.3745 Eh



Version b
Here is the molecule C2H2O3S from OMol25. Energies are from ωB97M-V/def2-TZVPD.

```
8
Properties=species:S:1:pos:R:3:lowdin_charge:R:1
C 0.326 0.781 0.174 -0.197
C 0.540 -0.563 0.008 -0.075
O 2.835 -0.207 1.241 -0.265
O 3.127 -0.198 -1.227 -0.245
O 1.507 1.449 -0.045 -0.166
S 2.296 -0.154 -0.078 0.742
H -0.416 1.534 0.423 0.137
H 0.241 -1.492 0.403 0.070
```

Properties
**M**: 106.1 Da
**Frontier orbital gap**: 0.3946 Eh



Most stable one: version a, least stable one: version b.



Version a
Here is a cluster of 2 separate species, C2H2O3S in total from OMol25. Energies are from ωB97M-V/def2-TZVPD.

```
8
Properties=species:S:1:pos:R:3:lowdin_charge:R:1
C -0.275 -0.929 -3.533 -0.462
C 0.294 -0.408 0.786 -0.700
O -1.286 -0.691 -4.012 0.216
O 0.730 -1.176 -3.049 0.211
O 1.473 -0.515 0.664 -0.018
S -0.715 0.679 -0.155 0.795
H -0.322 -0.967 1.497 0.072
H 0.286 1.208 -0.859 -0.113
```

Properties
**M**: 106.1 Da
**Structure (SMILES)**: O=C=O.O=CS
**Frontier orbital gap**: 0.3988 Eh



Version b
Here is a cluster of 2 separate species, C2H2O3S in total from OMol25. Energies are from ωB97M-V/def2-TZVPD.

```
8
Properties=species:S:1:pos:R:3:lowdin_charge:R:1
C 0.721 0.674 0.371 -0.252
C 1.777 0.161 -0.221 0.027
O -2.283 -0.194 -1.280 -0.424
O -0.284 1.060 0.861 0.034
O -2.220 -1.446 0.879 -0.405
S -2.355 -0.221 0.173 0.870
H 2.600 -0.054 0.486 0.077
H 2.044 0.020 -1.268 0.073
```

Properties
**M**: 106.1 Da
**Frontier orbital gap**: 0.3460 Eh



Version c
Here is the molecule C2H2O3S from OMol25. Energies are from ωB97M-V/def2-TZVPD.

```
8
Properties=species:S:1:pos:R:3:lowdin_charge:R:1
C 0.512 -0.662 0.624 -0.536
C -0.109 -0.048 -0.625 -0.650
H 1.547 -2.109 1.256 0.135
H -1.329 1.821 -1.405 -0.125
O 1.158 -1.821 0.420 0.143
O 0.358 -0.112 1.669 0.095
O -0.063 -0.565 -1.706 0.078
S -0.891 1.533 -0.182 0.862
```

Properties
**M**: 106.1 Da
**Structure (SMILES)**: O=C(O)C(=O)S
**Frontier orbital gap**: 0.3662 Eh



Most stable one: version a, least stable one: version b.